Density functional theory data (ωB97M-V/def2-TZVPD) for a single C2H7N3OS molecule at a distorted geometry.

```
14
Properties=species:S:1:pos:R:3:mulliken_charge:R:1
C -1.750 1.262 -0.630 -0.75
S -1.091 -0.385 -0.992 -0.18
C 0.474 -0.239 -0.137 0.61
N 0.899 -1.206 0.634 -0.44
N 0.210 -2.387 0.767 -0.55
N 1.183 0.926 -0.117 -0.13
O 2.404 0.875 0.515 -0.42
H -1.086 2.004 -1.078 0.25
H -2.778 1.303 -1.046 0.31
H -1.700 1.473 0.447 0.28
H 0.075 -2.504 1.708 0.24
H -0.672 -2.370 0.307 0.22
H 1.289 1.331 -0.985 0.21
H 2.542 -0.085 0.607 0.36
```

Kohn-Sham gap = 8.86 eV
HOMO = -8.254 eV
E_LUMO = 0.61 eV
ΔE to the lowest compared entry with this formula, charge and spin = 2.322 eV